Here is 2 unconnected molecules or ions with the total composition C2H4N2OS2 in a non-equilibrium geometry from OMol25. Energies are from ωB97M-V/def2-TZVPD.

```
! wB97M-V def2-TZVPD RIJCOSX def2/J DEFGRID3
* xyz 0 1
C -0.0678 1.6814 0.5479
C 0.7022 2.2868 -0.4208
N -0.5431 1.1849 1.4740
N -0.6711 -2.2575 -0.3510
O -0.1333 -3.2997 1.8058
S -0.8577 -1.1484 -1.5207
S -0.4261 -2.0025 1.2244
H -0.0169 2.3987 -1.3190
H 1.3943 1.3766 -0.7128
H 1.2656 3.0888 -0.0829
H -0.6461 -3.3092 -0.6450
*
```

Properties
Energy relative to the best compared isomer or geometry (same formula, charge and spin) = 291.4 kJ/mol
Strongest force on any atom = 0.112 hartree/bohr
HOMO level (alpha / beta) = -0.3266 / -0.3117 hartree
DFT total energy = -1059.6323 Ha
Kohn-Sham gap (alpha / beta) = 7.97 / 7.07 eV
LUMO energy (alpha / beta) = -0.03388 / -0.05186 Ha

Mulliken atomic charge list, values in e, 4 entries: atom 1 (C): 0.33, atom 2 (C): -0.67, atom 3 (N): -0.43, atom 4 (N): -0.20

***

Here is a molecular structure, C9H10BaCl3N2O4Se in a non-equilibrium geometry from OMol25. Energies are from ωB97M-V/def2-TZVPD.

```
! wB97M-V def2-TZVPD RIJCOSX def2/J DEFGRID3
* xyz 1 1
Ba 3.6264 0.2697 0.5367
O 2.7942 -0.7799 -1.5814
Cl 2.3718 -1.8433 -0.6180
O 1.7402 -2.9429 -1.2262
O 1.5451 -1.1604 0.3963
O 3.6471 -2.2163 0.1017
C -1.2454 1.6912 1.2735
N -0.9345 1.2583 -0.0825
C 0.1773 1.5422 -0.7791
Se 1.6455 2.5286 -0.2182
N 0.0599 0.9565 -1.9835
C -1.1363 0.2459 -2.0670
C -1.6944 -0.5304 -3.0722
C -2.9220 -1.1020 -2.7888
C -3.5672 -0.9037 -1.5603
C -3.0050 -0.1223 -0.5654
C -1.7702 0.4414 -0.8537
H -0.4975 2.4187 1.5710
H -1.2283 0.8346 1.9450
H -2.2290 2.1557 1.2770
H 0.8012 1.0033 -2.6635
H -1.2054 -0.6874 -4.0239
H -3.3939 -1.7178 -3.5428
H -4.5268 -1.3670 -1.3743
H -3.5033 0.0336 0.3814
Cl 2.1164 1.2435 3.4241
C 2.8956 0.0057 4.4594
Cl 3.6369 -1.3137 3.5229
H 2.1266 -0.4308 5.0805
H 3.6748 0.4890 5.0316
*
```

Properties
Strongest force on any atom = 0.074 hartree/bohr
HOMO level = -0.4132 hartree
DFT total energy = -4566.5551 Ha
Kohn-Sham gap = 8.13 eV
LUMO energy = -0.11458 Ha

Mulliken atomic charge list, values in e, 4 entries: atom 1 (Ba): 1.54, atom 2 (O): -0.60, atom 3 (Cl): 1.39, atom 4 (O): -0.52